ORCA calculation (wB97M-V/def2-TZVPD) on a 2-piece molecular cluster, C4H8O2 overall.

Structure (XYZ):
```
14
Properties=species:S:1:pos:R:3:forces:R:3
C 1.732082 0.322170 1.609969 -0.2672 0.1815 -0.5960
C 2.190471 -0.246446 0.500038 0.4239 -0.3465 0.3964
O 1.628537 -0.291252 -0.717184 0.2542 0.1298 -0.4291
H 2.296954 0.249593 2.521854 -0.0160 0.0780 0.1225
H 0.810284 0.890402 1.558412 -0.0006 0.0353 0.3123
H 3.131026 -0.799885 0.517956 -0.2359 0.0534 -0.0957
H 0.865527 0.294522 -0.836078 -0.1478 -0.2642 0.2722
C -2.159518 -0.163062 0.667325 0.2452 -0.7281 -0.5153
C -2.095703 0.205211 -0.788456 -0.0973 -0.0417 0.3038
O -1.089844 0.203367 -1.450557 -0.0296 0.2292 -0.0340
H -2.481292 0.672655 1.281935 -0.1288 0.0020 0.0721
H -2.860903 -1.002032 0.741581 -0.2484 0.3141 0.1715
H -1.202209 -0.567214 0.981396 0.2303 0.2817 0.1632
H -3.070530 0.452041 -1.246498 0.0179 0.0752 -0.1438
```
Positions in Å, forces in eV/Å.

Calculated values
Total charge = 0
Calculated total energy = -307.64373 a.u.
2S+1 = 1
LUMO energy = 0.90 eV
HOMO level = -8.78 eV
HOMO-LUMO gap = 9.683 eV
ΔE to the lowest compared entry with this formula, charge and spin = 180.4 kJ/mol



ORCA calculation (wB97M-V/def2-TZVPD) on C14H26MoN2OP2 as an isolated structure at a distorted geometry.

Structure (XYZ):
```
46
Properties=species:S:1:pos:R:3:forces:R:3
Mo 0.148784 -0.266590 0.545471 0.8078 -1.3248 0.0806
C -0.233607 3.828599 -0.382930 -0.4921 0.1951 -0.3450
C 0.391826 2.691992 0.302595 1.6330 1.5136 0.8113
O -0.157246 1.517044 0.291923 -1.2371 0.6273 -0.3234
N 1.518229 2.811425 0.984293 -0.8174 0.0763 -0.5094
C 2.123838 1.736751 1.761454 0.0608 -0.5102 0.2103
C 2.874220 0.701556 0.926735 0.5619 0.5977 0.3367
C 4.232624 0.826685 0.670645 -0.5109 -0.1312 0.0499
C 4.883308 -0.152887 -0.080738 -0.1548 -0.1396 -0.0880
C 4.160360 -1.257953 -0.535529 -0.1758 0.1735 0.1613
C 2.811919 -1.324658 -0.242727 -0.0181 -0.7808 -0.5406
N 2.171628 -0.367975 0.468784 0.3448 -0.2494 -0.3137
H -1.258171 3.965662 -0.007798 0.1484 -0.0431 0.0661
H -0.344167 3.646453 -1.459744 0.1053 -0.1817 0.0981
H 0.317378 4.759881 -0.258803 0.0697 -0.0868 0.1296
H 1.962362 3.728683 1.028679 -0.1487 -0.0395 -0.1068
H 1.329552 1.233269 2.364251 0.3614 0.3327 -0.1062
H 2.827683 2.192478 2.466416 -0.2412 -0.1073 -0.0317
H 4.791131 1.670804 1.059174 -0.0810 0.0205 0.0137
H 5.937432 -0.052056 -0.312083 0.0361 -0.0319 0.0353
H 4.638401 -2.041511 -1.109206 -0.0581 -0.0403 -0.0057
H 2.192659 -2.166908 -0.591243 0.3782 0.3616 0.1142
C -0.216069 -1.156303 4.172217 0.1761 0.3238 0.0717
P -0.369476 -1.743842 2.476287 -0.6711 -0.7210 0.9047
C 0.717876 -3.205606 2.283782 0.1625 0.1744 -0.2691
C -2.102962 -2.303707 2.224220 0.0549 0.2079 -0.1147
C -2.297242 -2.816818 0.793457 0.3085 -0.0141 0.0672
P -1.676546 -1.619241 -0.470097 -1.3339 -0.8866 -0.1298
C -2.922877 -0.289329 -0.548905 0.1978 0.4361 0.1062
C -1.617284 -2.467323 -2.060243 0.4519 0.1201 -0.1787
H -0.585749 -1.930373 4.853911 -0.0201 -0.1050 -0.1513
H -0.814659 -0.257337 4.340037 0.0265 -0.0330 -0.0474
H 0.827511 -0.960641 4.432428 -0.0535 0.0160 -0.0538
H 0.312348 -4.009823 2.909608 -0.1487 0.0841 -0.0311
H 1.723893 -2.987338 2.657138 -0.1109 0.0931 -0.0985
H 0.784936 -3.580381 1.252834 -0.0510 0.0666 0.2234
H -2.776322 -1.467712 2.463048 0.1367 -0.1246 -0.0383
H -2.329949 -3.100348 2.945252 0.1290 0.1191 -0.0100
H -3.361418 -3.008732 0.598870 0.1503 0.1090 -0.1336
H -1.780494 -3.774264 0.653870 -0.0357 0.1293 -0.0841
H -3.925255 -0.730589 -0.617105 0.1423 -0.1748 0.0742
H -2.778287 0.321326 -1.445899 0.1002 -0.0271 0.1088
H -2.908245 0.360381 0.341625 -0.0605 -0.1550 -0.2207
H -2.617703 -2.853067 -2.286114 -0.0707 0.0986 0.1469
H -0.928763 -3.315773 -2.040278 -0.0078 0.0559 0.0723
H -1.319332 -1.784788 -2.860713 -0.0449 -0.0246 0.0489
```
Positions in Å, forces in eV/Å.

Calculated values
Total charge = +4
Calculated total energy = -1483.12170 a.u.
2S+1 = 3
LUMO energy (alpha / beta) = -15.91 / -15.77 eV
HOMO level (alpha / beta) = -23.34 / -23.35 eV
HOMO-LUMO gap (alpha / beta) = 7.438 / 7.585 eV
ΔE to the lowest compared entry with this formula, charge and spin = 29.6 kJ/mol



ORCA calculation (wB97M-V/def2-TZVPD) on C40H36N5OPSTi as an isolated structure at a distorted geometry.

Structure (XYZ):
```
85
Properties=species:S:1:pos:R:3:forces:R:3
Ti 0.395291 0.697670 -0.960453 -0.3288 -1.6834 0.0177
O 4.188301 0.750445 0.513988 0.0306 -0.0504 0.0320
C 3.188428 0.727342 -0.205695 -0.4596 0.3711 0.1612
N 1.901185 1.024463 0.233788 0.7717 0.2678 0.2985
C 1.780138 1.707466 1.500233 0.0968 -0.2304 -0.3227
C 0.406528 2.315279 1.583054 0.2704 0.0985 0.3273
C 0.082894 3.251605 2.568151 0.1958 -0.2784 -0.0258
C -1.185329 3.776978 2.603848 -0.2095 0.1945 0.1118
C -2.117093 3.362310 1.658019 -0.0339 -0.0536 -0.0556
C -1.717038 2.445776 0.711233 -0.2537 0.0563 -0.0124
N -0.485302 1.929223 0.666362 0.3054 0.5078 0.1570
C 3.202167 0.532444 -1.657555 -0.3513 0.2505 -0.0999
C 4.390610 0.442377 -2.378945 -0.0174 -0.1385 0.0023
C 4.375832 0.503617 -3.750947 -0.1631 0.0241 -0.1451
C 3.117044 0.686508 -4.399644 0.3499 -0.0489 -0.0388
C 1.984484 0.775262 -3.656460 -0.1098 -0.1243 0.5001
N 1.962758 0.694457 -2.286850 0.6806 0.3443 -0.2339
H 2.542383 2.485957 1.590139 0.0389 0.1220 0.0371
H 1.945650 1.049029 2.355134 -0.0331 -0.0992 0.1683
H 0.838464 3.544626 3.286981 -0.0313 -0.0031 -0.0417
H -1.453944 4.512024 3.354289 0.0036 -0.0500 -0.0368
H -3.128277 3.746177 1.645586 0.0370 -0.0052 0.0163
H -2.407496 2.091108 -0.045115 -0.0016 0.0225 -0.0495
H 5.308012 0.346286 -1.811796 -0.0123 -0.0063 -0.0129
H 5.291250 0.435605 -4.325182 -0.0558 0.0109 0.0214
H 3.047496 0.761416 -5.477855 0.0266 -0.0055 0.0445
H 1.022072 0.910374 -4.136381 -0.0528 0.0158 0.0115
C -1.099162 -3.952989 2.985113 -0.0103 0.0939 0.0254
C -1.998243 -2.744458 3.115236 0.0038 -0.0475 0.0469
C -2.950439 -2.753926 4.135476 0.0076 -0.0032 -0.0037
C -3.815179 -1.691355 4.352118 0.0318 -0.0167 -0.0249
C -3.752638 -0.578188 3.529267 0.0926 -0.0453 -0.0565
C -2.814257 -0.553700 2.507332 0.0035 -0.0334 0.0322
C -1.929736 -1.613448 2.284498 -0.1224 0.0875 -0.0613
P -0.775948 -1.361475 0.873536 -0.0552 -0.3063 0.0439
C 0.823871 -2.012742 1.498961 -0.1291 -0.1411 -0.2067
C 1.570794 -2.821708 0.641791 0.0349 -0.0610 -0.0361
C 2.834353 -3.273096 0.987642 -0.0277 0.0601 0.0410
C 3.364705 -2.921343 2.219378 -0.0652 0.0217 -0.0025
C 2.625800 -2.119648 3.075524 0.0242 -0.0166 0.0048
C 1.358333 -1.645853 2.739958 0.0631 0.1254 0.1574
C 0.646412 -0.773320 3.756280 0.0619 -0.0402 -0.1232
C -1.407548 -2.553840 -0.372831 -0.1274 0.1466 0.0456
C -2.348709 -3.552230 -0.102031 -0.0393 0.0161 0.0643
C -2.967289 -4.255674 -1.123205 0.0551 0.0443 -0.0141
C -2.659866 -3.949780 -2.444168 0.0355 0.0424 0.0452
C -1.727930 -2.964014 -2.722674 -0.0278 -0.0365 0.0098
C -1.075245 -2.253703 -1.705451 0.1513 0.1688 -0.1863
C -0.067466 -1.193379 -2.038605 -0.4345 -0.4617 0.3564
H -1.624771 -4.841969 3.337396 0.0186 0.0162 -0.0033
H -0.197694 -3.835482 3.591566 -0.0012 0.0166 0.0001
H -0.770440 -4.130314 1.963920 0.0107 0.0248 0.0228
H -3.013997 -3.629158 4.773387 0.0031 0.0253 -0.0061
H -4.538614 -1.739491 5.156304 0.0087 -0.0038 -0.0015
H -4.421440 0.260374 3.679733 0.0161 -0.0206 -0.0156
H -2.755713 0.317214 1.865143 0.0093 -0.0154 -0.0074
H 1.151462 -3.112635 -0.314625 0.0084 -0.0001 0.0352
H 3.400579 -3.882720 0.294053 -0.0285 0.0066 0.0370
H 4.351422 -3.258575 2.509161 -0.0035 0.0224 -0.0025
H 3.045511 -1.835852 4.035309 0.0006 -0.0067 -0.0397
H 1.384678 -0.225157 4.344024 -0.0222 -0.0186 0.0110
H 0.042982 -1.365284 4.450130 0.0148 -0.0247 -0.0487
H -0.027852 -0.047211 3.301572 0.0324 0.0075 -0.0571
H -2.640030 -3.768759 0.918652 0.0190 0.0600 -0.0876
H -3.696004 -5.021755 -0.887625 0.0221 0.0282 -0.0130
H -3.143386 -4.482524 -3.254347 0.0028 0.0103 0.0092
H -1.476364 -2.733149 -3.752666 -0.0024 -0.0220 0.0151
H -0.145359 -0.950026 -3.101890 0.1084 0.0185 -0.1338
H 0.936122 -1.618327 -1.919390 0.0957 0.0315 0.0325
N -2.574945 0.762552 -2.472667 -0.0612 -0.2280 -0.0551
C -1.796576 1.838049 -2.746759 -0.0202 -0.1051 -0.0465
N -0.633937 2.026386 -2.200125 0.1493 1.3457 -0.6212
C -0.068631 3.260687 -2.622232 -0.2696 -0.5700 0.1687
C 1.156890 3.781037 -2.224655 0.0630 0.0274 0.0831
C 1.570891 4.980065 -2.772898 -0.0130 0.0733 -0.0246
C 0.784287 5.667531 -3.701997 0.0956 -0.0106 0.0373
C -0.443384 5.166606 -4.088319 -0.1190 -0.0950 0.0718
C -0.854811 3.961356 -3.526621 -0.1140 0.1608 -0.2070
S -2.332555 3.083776 -3.819962 -0.2300 0.1880 -0.2758
H -2.069893 -0.048604 -2.121473 -0.0004 0.0160 0.0420
H -3.290508 0.526241 -3.141798 -0.0473 0.0777 0.0514
H 1.775006 3.250326 -1.512203 0.0307 -0.0765 -0.0167
H 2.529356 5.386657 -2.479664 -0.0007 0.0108 -0.0066
H 1.139980 6.598015 -4.127020 -0.0147 -0.0386 0.0339
H -1.063386 5.694143 -4.802528 0.0184 -0.0382 0.0290
```
Positions in Å, forces in eV/Å.

Calculated values
Total charge = 0
Calculated total energy = -3483.99360 a.u.
2S+1 = 3
LUMO energy (alpha / beta) = 0.17 / 0.17 eV
HOMO level (alpha / beta) = -4.60 / -7.71 eV
HOMO-LUMO gap (alpha / beta) = 4.767 / 7.877 eV



ORCA calculation (wB97M-V/def2-TZVPD) on C5H6O as an isolated structure.

Structure (XYZ):
```
12
Properties=species:S:1:pos:R:3:forces:R:3
C -0.954324 0.480973 0.628452 -0.0799 0.1239 0.1136
C -0.553365 -0.760975 -0.202990 -0.0203 -0.2900 0.1335
O -0.662237 -0.175729 -1.508660 0.0380 0.1974 -0.1372
C 0.127974 1.184842 -0.184459 0.1374 -0.1371 0.2426
C 1.350475 0.423040 0.145566 -0.0525 -0.0528 -0.0272
C 0.933845 -0.854720 0.142468 0.0352 0.1222 0.0076
H -1.970837 0.813130 0.408994 0.1482 -0.0586 0.0121
H -0.752178 0.430633 1.699878 0.0120 -0.0189 -0.1769
H -1.133545 -1.690147 -0.139902 0.0993 0.1444 0.0278
H -0.309909 1.066465 -1.335615 -0.0761 -0.1102 -0.1720
H 2.359662 0.815725 0.171326 -0.1483 -0.0697 -0.0120
H 1.531616 -1.760537 0.184066 -0.0931 0.1494 -0.0116
```
Positions in Å, forces in eV/Å.

Calculated values
Total charge = 0
Calculated total energy = -269.14451 a.u.
2S+1 = 1
LUMO energy (alpha / beta) = -0.45 / -0.45 eV
HOMO level (alpha / beta) = -8.91 / -8.91 eV
HOMO-LUMO gap (alpha / beta) = 8.469 / 8.468 eV
ΔE to the lowest compared entry with this formula, charge and spin = 529.6 kJ/mol